Entry 1:
Density functional theory data (ωB97M-V/def2-TZVPD) for a structure of composition C29H30BrF3MnN5O2Si.

Summary:
total charge	+1
energy	-159490.0648	eV
HOMO level (alpha / beta)	-10.0 / -10.6	eV
⟨S²⟩	8.82
M	700.51	g mol⁻¹
gap between HOMO and LUMO (alpha / beta)	0.2742 / 0.2408	Ha
LUMO energy (alpha / beta)	-2.52 / -4.09	eV
multiplicity	6
ΔE to the lowest compared entry with this formula, charge and spin	153.91	kcal/mol

Geometry (Å):
H (3.01, 5.24, 3.12)
H (-0.31, -6.52, -0.44)
C (-1.34, -6.24, -0.58)
C (3.30, 4.37, 2.53)
H (4.85, -1.15, -2.28)
H (-2.06, -8.25, -0.66)
C (3.69, 1.21, 1.24)
H (-5.13, -5.27, -1.05)
H (4.36, 4.18, 2.73)
F (-6.66, 0.80, -2.42)
C (-4.10, -5.55, -0.93)
H (-0.16, 0.01, -3.49)
C (-2.93, -0.38, -0.44)
C (-0.94, 0.59, 0.66)
C (-2.48, 0.73, 0.54)
C (-2.33, 1.72, -0.64)
H (-2.60, 0.26, -3.78)
C (-2.33, -7.20, -0.70)
C (4.69, 0.27, -0.67)
C (5.95, 0.49, 1.35)
C (-3.12, -4.56, -0.80)
N (3.63, 0.81, -0.07)
H (4.87, 1.30, 3.03)
N (2.49, 1.72, 1.60)
O (0.04, 2.66, -0.52)
Si (2.26, 2.85, 2.94)
Br (-4.56, 2.75, -2.88)
C (-0.82, 0.27, -2.67)
H (-2.71, 2.74, -0.63)
H (-1.06, 4.23, -1.33)
H (-3.06, 0.94, 1.43)
O (0.64, -1.21, 0.08)
C (-4.36, 1.12, -2.00)
C (-2.99, 0.70, -1.62)
N (-3.25, -3.21, -0.79)
C (-1.75, -4.92, -0.63)
C (0.40, 3.16, 2.98)
H (-3.86, -0.91, -0.25)
H (6.88, 0.35, 1.90)
C (-2.01, -2.71, -0.63)
C (4.85, 1.03, 1.99)
H (-0.12, 2.27, 3.34)
C (5.88, 0.11, 0.01)
H (0.16, 3.97, 3.67)
C (-1.79, -1.34, -0.53)
H (5.19, 0.52, -2.73)
F (-5.39, -0.96, -2.27)
H (-0.32, 3.13, -2.53)
H (2.07, 2.46, 5.38)
F (-5.90, 0.17, -0.49)
C (-3.69, -6.86, -0.88)
H (0.00, 3.43, 2.00)
H (6.74, -0.30, -0.49)
H (0.92, -1.80, -0.63)
H (-4.41, -7.66, -0.96)
C (-5.59, 0.29, -1.81)
C (-0.18, 3.62, -1.56)
N (-1.08, -3.73, -0.54)
Mn (1.57, 1.07, 0.09)
C (2.75, 2.11, 4.61)
H (3.76, 2.41, 4.91)
H (2.71, 1.02, 4.59)
H (3.21, 4.63, 1.47)
H (-0.11, -3.64, -0.28)
C (-0.55, -0.57, -0.29)
H (-0.43, 0.69, 1.61)
C (-0.81, 1.55, -0.55)
N (-0.23, 0.45, -1.38)
C (4.55, -0.11, -2.12)
C (-2.13, 0.39, -2.82)
H (0.70, 4.25, -1.60)
H (3.52, 0.02, -2.44)

=====

Entry 2:
Density functional theory data (ωB97M-V/def2-TZVPD) for a structure of composition C29H30BrNO2PPbS.

Summary:
total charge	+1
energy	-131553.8537	eV
HOMO level	-9.5	eV
M	774.71	g mol⁻¹
gap between HOMO and LUMO	0.1626	Ha
LUMO energy	-5.05	eV
ΔE to the lowest compared entry with this formula, charge and spin	45.04	kcal/mol

Geometry (Å):
H (1.80, 2.15, 4.19)
H (6.37, -1.20, -1.23)
C (-4.14, -1.34, -3.25)
C (-3.93, 0.46, -1.66)
C (-3.12, -1.74, -1.12)
H (0.16, -0.25, -3.63)
H (-0.45, -1.75, -3.36)
C (-3.60, -0.87, 2.06)
H (-4.66, 5.46, 1.29)
H (3.73, -0.91, 2.45)
H (-3.39, -3.25, -2.62)
H (-4.81, 0.67, -3.61)
H (-4.11, 1.49, -1.41)
C (-2.59, 2.87, 0.73)
C (-3.73, -1.68, 4.33)
C (-5.10, 3.37, 1.60)
C (6.64, 0.76, -2.06)
C (-3.05, -0.99, 3.34)
H (1.12, -0.17, 3.78)
O (-0.13, 2.51, 0.24)
Pb (0.87, -0.84, -0.78)
C (-4.96, -2.26, 4.05)
S (2.08, 1.12, -1.96)
H (0.18, 0.69, 2.54)
C (-4.29, 4.45, 1.22)
C (5.99, 1.89, -2.52)
H (-2.63, -2.43, -0.43)
H (-6.10, 3.57, 1.96)
H (7.72, 0.69, -2.09)
H (-1.39, -0.44, -3.07)
C (-4.83, -1.47, 1.78)
C (1.19, 0.49, 2.90)
H (-4.47, -1.70, -4.22)
H (4.16, 1.91, 2.80)
C (-3.39, 1.76, 1.06)
H (-5.32, 1.25, 1.81)
C (-3.01, 4.21, 0.79)
H (1.85, 2.49, 2.45)
H (4.11, 2.87, -2.84)
Br (2.03, -3.00, -1.79)
H (6.56, 2.73, -2.91)
H (3.76, 0.27, 1.13)
C (3.44, 1.16, 3.11)
H (-5.48, -2.81, 4.82)
N (-0.44, -0.80, -3.02)
C (2.02, 1.72, 3.22)
C (-3.54, -2.21, -2.35)
H (-2.07, -0.56, 3.55)
H (-3.29, -1.77, 5.32)
C (3.31, 0.03, 2.09)
C (4.50, -0.22, -1.53)
C (3.85, 0.92, -1.98)
H (3.94, -1.08, -1.18)
P (-2.64, 0.09, 0.86)
C (5.88, -0.30, -1.57)
C (-4.33, -0.01, -2.91)
H (3.76, 0.77, 4.08)
C (4.60, 1.98, -2.48)
C (-5.50, -2.16, 2.78)
C (-4.66, 2.06, 1.52)
H (-5.26, -1.40, 0.79)
C (-1.23, 2.64, 0.41)
H (-6.45, -2.62, 2.56)
H (-2.34, 5.02, 0.51)
O (1.90, -0.15, 1.85)
C (-3.32, -0.41, -0.76)

=====

Entry 3:
Density functional theory data (ωB97M-V/def2-TZVPD) for a structure of composition C29H30CeNO3 in a non-equilibrium geometry.

Summary:
total charge	+1
energy	-51115.2632	eV
HOMO level	-10.8	eV
M	580.68	g mol⁻¹
gap between HOMO and LUMO	0.2574	Ha
LUMO energy	-3.82	eV

Geometry (Å):
C (7.29, -0.56, 1.90)
O (3.32, -0.09, 2.44)
H (-3.81, -4.94, -0.38)
H (-0.10, 4.43, -1.43)
C (-0.64, 2.43, 0.47)
C (-4.58, -1.37, -1.67)
H (7.94, -0.61, 2.77)
H (-6.35, -1.46, -0.45)
H (-2.13, 1.77, 2.05)
C (0.81, 2.42, 0.49)
H (-1.53, -1.82, -3.09)
C (-5.19, -3.27, -0.30)
C (-2.96, 2.82, -0.33)
H (1.50, -0.96, 3.26)
H (4.92, -0.42, -1.21)
H (-2.97, 0.73, -3.32)
C (3.53, -0.07, 1.23)
H (-3.56, 3.02, -1.24)
C (-0.62, -1.35, 2.55)
H (7.37, -0.86, -1.49)
H (-1.23, -0.93, 3.36)
C (6.95, -0.70, -0.49)
H (-1.07, 4.94, -0.02)
C (5.59, -0.45, -0.34)
C (0.82, -1.37, 2.51)
O (-1.43, -0.06, -0.82)
H (-3.24, 1.84, 0.06)
H (-2.17, -2.01, 1.04)
C (0.03, -2.31, 0.52)
H (-2.93, -1.41, -4.09)
Ce (0.21, 0.07, 0.62)
H (-3.22, 3.59, 0.42)
C (-1.08, 1.93, 1.76)
C (5.92, -0.31, 2.05)
C (0.07, 1.61, 2.54)
H (-2.26, -3.86, -1.95)
C (5.05, -0.25, 0.95)
H (2.28, 1.73, 2.05)
C (1.22, -1.97, 1.26)
H (8.87, -0.96, 0.49)
O (2.67, 0.05, 0.32)
C (-3.42, -2.02, -2.10)
H (1.46, 2.66, -0.37)
H (5.56, -0.18, 3.08)
H (2.24, -2.06, 0.87)
C (-1.49, 2.92, -0.68)
H (-0.08, 2.04, -2.13)
H (0.00, -2.68, -0.52)
C (-2.51, -1.36, -3.07)
C (-1.09, 4.35, -0.96)
C (-5.46, -1.99, -0.77)
C (-1.18, 2.07, -1.94)
C (1.24, 1.91, 1.75)
H (-1.82, 4.82, -1.63)
C (-1.11, -1.92, 1.34)
N (-2.34, 0.12, -2.85)
H (-1.64, 2.57, -2.81)
C (-1.67, 0.66, -1.87)
C (-3.16, -3.32, -1.62)
C (-4.03, -3.93, -0.73)
H (0.07, 1.19, 3.56)
H (-4.80, -0.37, -2.04)
H (-5.87, -3.75, 0.39)
C (7.81, -0.76, 0.61)

=====

Entry 4:
Density functional theory data (ωB97M-V/def2-TZVPD) for a structure of composition C29H30F3N4PbSb in a non-equilibrium geometry.

Summary:
total charge	+2
energy	-56443.6486	eV
HOMO level	-13.2	eV
M	820.54	g mol⁻¹
gap between HOMO and LUMO	0.2559	Ha
LUMO energy	-6.26	eV

Geometry (Å):
C (10.12, 9.82, 21.63)
C (9.55, 9.80, 8.61)
H (10.84, 10.30, 22.32)
H (12.56, 10.25, 17.86)
H (9.17, 5.54, 15.15)
Pb (10.01, 9.12, 17.02)
C (6.85, 10.22, 17.29)
H (8.90, 11.63, 16.12)
F (9.47, 7.89, 7.24)
C (6.37, 7.46, 15.00)
H (7.07, 8.34, 21.49)
Sb (9.05, 10.33, 12.93)
C (8.55, 6.43, 14.92)
F (14.61, 7.72, 14.18)
C (13.47, 8.34, 13.81)
H (9.64, 12.39, 18.83)
H (6.31, 8.28, 19.12)
H (6.20, 9.36, 14.03)
F (6.81, 5.42, 16.11)
C (11.45, 8.30, 12.57)
C (8.01, 8.74, 21.12)
H (7.20, 12.35, 17.59)
C (8.63, 8.28, 10.73)
C (9.34, 10.44, 9.85)
H (6.63, 10.35, 16.23)
N (7.51, 8.97, 17.42)
H (11.66, 11.18, 14.41)
C (7.23, 6.43, 15.36)
H (7.88, 11.24, 18.78)
H (8.28, 7.69, 11.57)
N (9.52, 9.29, 19.38)
N (11.67, 10.55, 18.25)
H (13.02, 6.78, 12.44)
H (7.16, 8.33, 16.71)
H (5.39, 7.53, 15.43)
C (9.05, 7.54, 14.30)
C (7.72, 11.39, 17.73)
C (12.67, 7.70, 12.88)
H (11.85, 11.22, 20.23)
C (8.90, 9.64, 10.92)
C (11.46, 11.91, 17.75)
C (11.03, 9.53, 13.12)
H (8.74, 9.34, 23.11)
H (10.06, 7.54, 14.08)
C (11.67, 10.30, 19.67)
C (11.93, 10.22, 13.96)
H (11.80, 11.84, 16.68)
H (13.85, 9.99, 15.08)
H (9.93, 10.30, 7.76)
H (7.63, 7.20, 18.53)
C (8.91, 7.62, 9.52)
N (9.09, 11.39, 17.10)
C (9.32, 8.42, 8.48)
C (7.36, 8.28, 18.73)
H (10.79, 7.84, 11.79)
C (6.86, 8.53, 14.26)
H (12.05, 12.71, 18.26)
H (9.55, 11.52, 9.90)
C (8.33, 8.78, 19.77)
C (8.93, 9.30, 22.05)
C (13.15, 9.58, 14.32)
H (12.50, 9.68, 19.94)
H (9.89, 13.31, 17.36)
C (10.02, 12.30, 17.80)
C (8.22, 8.60, 13.92)
H (8.70, 6.58, 9.32)
H (5.89, 10.19, 17.82)
C (10.39, 9.79, 20.24)

=====

Entry 5:
Density functional theory data (ωB97M-V/def2-TZVPD) for a cluster of 5 separate species, C29H30F4O4 in total in a non-equilibrium geometry.

Summary:
total charge	0
energy	-49618.7492	eV
HOMO level	-9.1	eV
structure (SMILES)	CCCOCOC(=O)O.Fc1ccccc1.Fc1ccccc1.Fc1ccccc1.Fc1ccccc1
M	518.55	g mol⁻¹
gap between HOMO and LUMO	0.3567	Ha
LUMO energy	0.57	eV

Geometry (Å):
C (4.64, 0.30, 1.00)
C (-5.64, 1.52, 2.11)
H (1.52, 0.42, 3.26)
H (-1.84, -6.89, -6.38)
H (1.26, 0.22, 0.80)
H (-1.86, 0.01, -2.65)
H (1.29, -4.30, -7.72)
H (-1.14, 3.39, -0.77)
H (-1.79, -1.86, -4.41)
H (5.51, 0.26, 0.35)
F (-2.91, -2.71, -7.62)
H (5.77, 0.49, 2.81)
O (-0.52, 2.83, -0.29)
C (0.24, -4.48, -7.50)
H (1.55, 0.98, -2.23)
H (6.95, -1.29, 7.17)
H (-6.68, 5.16, 1.33)
H (7.69, -0.33, 9.35)
H (3.77, 0.57, 4.26)
C (-6.40, 4.13, 1.56)
H (6.30, 1.39, 10.46)
C (-5.17, 3.65, 1.18)
C (-0.17, -5.71, -7.03)
H (-3.49, -5.07, -6.73)
O (-0.09, 0.72, -1.06)
C (-7.27, 3.28, 2.22)
H (-8.25, 3.63, 2.51)
H (4.20, 2.15, 9.41)
C (-1.51, -5.93, -6.75)
C (0.50, 1.24, -2.26)
C (-1.95, 0.25, -4.78)
C (5.19, -0.09, 7.11)
C (3.38, 0.23, 0.47)
F (-4.32, 4.48, 0.53)
C (6.77, 0.01, 8.89)
H (0.55, -6.50, -6.87)
C (-0.93, 1.54, -0.40)
C (-2.44, -4.92, -6.95)
O (-1.94, 1.11, 0.14)
C (2.39, 0.39, 2.63)
C (4.81, 1.40, 8.93)
H (3.49, 1.19, 7.23)
F (3.25, 0.10, -0.87)
H (-2.98, -1.44, -5.66)
C (-0.68, -3.46, -7.71)
C (-2.55, -1.15, -4.72)
C (4.40, 0.87, 7.71)
H (-7.57, 1.31, 3.02)
O (-0.05, 0.66, -3.38)
H (0.43, 2.32, -2.31)
C (4.78, 0.43, 2.38)
F (4.80, -0.61, 5.92)
H (-1.85, 1.68, -3.16)
C (3.66, 0.47, 3.19)
C (-6.89, 1.97, 2.50)
C (-1.46, 0.69, -3.40)
H (-3.78, 2.03, 1.13)
H (-2.72, 0.94, -5.10)
H (-5.34, 0.50, 2.33)
H (-3.31, -1.16, -3.95)
C (-2.01, -3.70, -7.43)
H (-0.38, -2.49, -8.09)
C (5.99, 0.97, 9.52)
C (-4.76, 2.36, 1.45)
C (2.24, 0.27, 1.25)
C (6.37, -0.53, 7.68)
H (-1.11, 0.26, -5.47)

=====

Entry 6:
Density functional theory data (ωB97M-V/def2-TZVPD) for a structure of composition C29H30Ge2N5Y in a non-equilibrium geometry.

Summary:
total charge	+3
energy	-152059.6207	eV
HOMO level (alpha / beta)	-16.2 / -16.3	eV
⟨S²⟩	0.76
M	682.72	g mol⁻¹
gap between HOMO and LUMO (alpha / beta)	0.2504 / 0.2024	Ha
LUMO energy (alpha / beta)	-9.38 / -10.77	eV
multiplicity	2
ΔE to the lowest compared entry with this formula, charge and spin	23.39	kcal/mol

Geometry (Å):
C (3.93, -4.22, 18.50)
C (5.39, -4.37, 21.41)
N (9.61, -7.77, 20.76)
H (13.36, -1.07, 17.89)
H (4.13, -3.17, 18.26)
C (11.34, -6.33, 19.30)
C (13.18, -7.82, 20.11)
Ge (5.37, -5.02, 19.59)
C (11.36, -9.09, 21.77)
H (5.54, -4.99, 15.15)
H (12.92, -10.34, 22.35)
C (12.45, -1.14, 17.36)
H (4.46, -7.27, 19.21)
H (8.92, -8.26, 21.30)
C (12.45, -3.50, 17.90)
C (6.44, -5.66, 15.25)
C (6.75, -2.53, 17.22)
H (8.47, -6.83, 17.61)
H (12.35, 0.99, 16.97)
H (13.48, -3.46, 18.35)
C (8.00, -7.23, 14.28)
H (6.02, -7.50, 20.07)
C (12.65, -9.53, 21.73)
C (11.89, -2.37, 17.13)
C (6.43, -2.31, 15.90)
C (5.68, -0.07, 16.47)
H (13.86, -7.22, 19.45)
H (10.23, 0.73, 15.62)
C (6.57, -1.51, 18.19)
C (11.85, -7.44, 20.13)
H (10.69, -9.63, 22.39)
C (8.63, -7.42, 15.54)
C (5.50, -6.94, 19.27)
H (8.07, -6.91, 19.66)
H (9.28, -8.26, 15.72)
C (7.12, -5.69, 16.45)
H (5.48, -0.95, 14.55)
C (9.16, -6.95, 19.80)
N (12.19, -5.44, 18.88)
C (6.09, -0.28, 17.80)
H (6.52, -3.05, 15.08)
H (5.17, 0.85, 16.19)
C (10.74, -0.11, 16.12)
Y (9.63, -4.73, 16.88)
C (11.92, 0.02, 16.84)
H (5.89, -7.10, 18.29)
N (10.77, -2.53, 16.41)
H (6.05, 0.53, 18.54)
H (6.36, -3.99, 21.61)
C (8.12, -6.69, 16.59)
H (8.35, -7.78, 13.43)
H (9.29, -1.46, 15.42)
H (6.82, -1.71, 19.23)
H (3.74, -4.78, 17.56)
C (6.89, -6.44, 14.18)
H (6.29, -6.44, 13.28)
H (5.23, -5.17, 22.11)
C (10.23, -1.37, 15.95)
N (9.96, -6.22, 19.05)
H (4.59, -3.59, 21.57)
Ge (7.04, -4.30, 17.89)
H (3.02, -4.27, 19.10)
C (10.94, -8.09, 20.92)
C (5.86, -1.10, 15.56)
C (13.57, -8.87, 20.89)
H (14.60, -9.17, 20.81)
N (11.63, -4.43, 18.15)

=====

Entry 7:
Density functional theory data (ωB97M-V/def2-TZVPD) for a structure of composition C29H30N5O7Pb.

Summary:
total charge	-1
energy	-57596.1399	eV
HOMO level	-3.8	eV
M	767.79	g mol⁻¹
gap between HOMO and LUMO	0.2261	Ha
LUMO energy	2.37	eV
ΔE to the lowest compared entry with this formula, charge and spin	16.10	kcal/mol

Geometry (Å):
O (-0.87, 1.53, 1.27)
C (-0.91, 3.98, -1.45)
N (0.53, 2.10, -1.12)
C (-3.29, 0.25, -0.70)
C (1.25, 2.50, -2.17)
N (-0.83, -2.46, -1.46)
H (1.61, -1.70, -2.45)
O (2.23, -0.47, 1.42)
O (-1.13, -1.72, 2.19)
C (5.31, -1.04, 3.19)
H (-2.71, -4.81, -2.82)
H (-0.86, -3.74, -4.51)
C (0.91, 3.62, -2.94)
H (-6.17, 0.83, 1.03)
C (4.42, -2.03, 1.11)
H (6.03, -0.31, 2.80)
H (5.61, -0.44, 5.24)
O (3.10, 1.03, -1.75)
H (-2.92, 1.38, -3.88)
H (3.50, 0.96, 5.28)
C (-5.17, 0.46, 0.82)
C (-2.71, 0.47, -1.97)
C (3.09, -0.39, 2.30)
C (0.82, -1.71, -3.20)
C (-1.15, 2.60, 0.65)
C (-0.33, -2.54, -2.74)
C (3.99, 0.68, 4.35)
H (-3.44, -2.94, 0.00)
H (1.53, 3.91, -3.77)
H (-0.53, 5.19, -3.18)
O (-1.83, 3.54, 1.05)
H (5.82, -2.01, 3.27)
H (4.67, 1.50, 4.06)
C (-3.38, 1.20, -2.92)
C (4.79, -0.60, 4.54)
C (-4.68, 1.69, -2.66)
C (-3.14, -0.66, 1.42)
C (-0.22, 4.34, -2.59)
C (-1.85, -3.38, -1.39)
H (-1.74, 4.54, -1.06)
C (-1.03, -3.48, -3.47)
N (2.97, 0.49, 3.34)
O (-2.97, -1.82, 3.46)
O (2.98, 2.07, -3.72)
H (5.16, -1.58, 0.44)
H (-3.05, -4.65, -0.19)
C (1.85, 1.41, 3.39)
H (3.77, 1.53, -3.86)
H (1.32, 1.30, 4.33)
C (-4.45, -0.24, 1.74)
H (4.77, -3.02, 1.41)
H (2.21, 2.44, 3.30)
C (2.50, 1.77, -2.48)
N (4.20, -1.21, 2.28)
C (-2.00, -4.02, -2.60)
N (-2.59, -0.41, 0.26)
Pb (-0.15, -0.76, 0.22)
H (-4.83, -0.48, 2.72)
C (-2.35, -1.46, 2.46)
H (1.16, 1.21, 2.57)
H (-5.19, 2.26, -3.42)
H (-6.29, 1.78, -1.27)
H (3.48, -2.12, 0.57)
C (-5.28, 1.43, -1.46)
H (-1.98, -3.59, 0.74)
H (1.21, -2.11, -4.13)
H (-1.74, 0.04, -2.17)
C (-4.60, 0.72, -0.45)
C (-2.62, -3.65, -0.14)
H (0.52, -0.67, -3.36)
C (-0.49, 2.85, -0.73)
H (4.13, -1.37, 4.94)